Record 1
This record from the Open Molecules 2025 dataset describes a cluster of 2 separate species, C2H4OS2 in total at a distorted geometry. The level of theory is ωB97M-V/def2-TZVPD.

Energy above the lowest of the compared OMol25 structures with the same formula, charge and spin ... 43.75 kcal/mol
Multiplicity ... 1
HOMO-LUMO gap ... 0.3077 Ha
Total charge ... 0
E_HOMO ... -8.8 eV

```
9
Properties=species:S:1:pos:R:3:lowdin_charge:R:1
O -1.4520 0.1973 -0.6912 -0.053
C -2.1635 0.3559 0.2488 -0.670
S -1.7049 -0.0638 1.8965 0.783
H -3.1021 0.7443 0.1790 0.038
H -0.6474 -0.8039 1.7372 -0.179
C 2.2636 -0.2229 -0.9657 -0.497
S 1.5892 0.4583 0.3226 0.659
H 2.1185 0.0814 -1.9216 -0.026
H 3.0986 -0.7468 -0.8056 -0.054
```



Record 2
This record from the Open Molecules 2025 dataset describes the molecule C2H4OS2 at a distorted geometry. The level of theory is ωB97M-V/def2-TZVPD.

Energy above the lowest of the compared OMol25 structures with the same formula, charge and spin ... 10.23 kcal/mol
Multiplicity ... 1
HOMO-LUMO gap ... 0.3665 Ha
Total charge ... 0
E_HOMO ... -9.5 eV

```
9
Properties=species:S:1:pos:R:3:lowdin_charge:R:1
O 0.3194 1.8493 -0.1215 0.054
C 0.5976 0.7205 -0.1496 -0.776
S 2.3591 -0.0346 -0.2175 0.744
C -0.3979 -0.4007 0.1245 -0.662
S -2.0416 0.0206 -0.2984 0.738
H 1.7008 -1.1822 -0.3615 -0.179
H -0.2647 -0.8835 1.1575 0.114
H -0.1224 -1.3094 -0.4937 0.066
H -2.1503 1.2199 0.3603 -0.099
```



Record 3
This record from the Open Molecules 2025 dataset describes a cluster of 2 separate species, C2H4OSe in total at a distorted geometry. The level of theory is ωB97M-V/def2-TZVPD.

⟨S²⟩ ... 2.008
Multiplicity ... 3
HOMO-LUMO gap (spin up / spin down) ... 0.2760 / 0.3060 Ha
Total charge ... 0
E_HOMO (spin up / spin down) ... -6.6 / -9.2 eV

```
8
Properties=species:S:1:pos:R:3:mulliken_spin:R:1
C -0.7071 1.7625 0.2954 0.565
C 0.2925 -0.7962 0.3788 0.730
O 0.2924 2.2234 -0.0889 0.225
Se 1.8180 0.0396 0.0398 0.244
H -1.7356 2.3617 0.2168 0.214
H 0.1541 -1.3661 1.2038 0.014
H -0.1263 -1.2770 -0.4984 0.005
H 1.4034 0.3050 -1.2504 0.004
```